[1]
The following is a DFT calculation (ωB97M-V with the def2-TZVPD basis set) of a 5-piece molecular cluster, C21H42BN4O10P2 overall.

Structure (ORCA input):
```
! RIJCOSX wB97M-V def2-TZVPD def2/J DEFGRID3
* xyz -1 1
N 2.881 -3.092 4.018
C 2.498 -1.891 3.853
N 3.252 -0.977 3.055
N 1.294 -1.447 4.433
C 1.254 -0.073 4.957
C 0.137 0.759 4.326
C -1.228 0.634 5.032
C -2.388 0.726 4.043
B -3.880 0.803 4.721
P -4.999 1.816 3.472
O -6.398 1.371 3.161
P -4.744 -0.945 4.982
N -3.730 -1.983 3.983
O -4.194 -1.503 6.479
H 3.759 -3.234 3.524
H 3.296 -1.298 2.101
H 2.867 -0.045 3.065
H 0.507 -1.641 3.830
H 1.094 -0.149 6.034
H 2.213 0.433 4.829
H -0.011 0.408 3.300
H 0.410 1.814 4.291
H -1.331 1.463 5.736
H -1.271 -0.285 5.620
H -2.211 1.631 3.439
H -2.298 -0.112 3.345
H -3.854 1.393 5.783
H -4.268 1.880 2.247
H -4.961 3.190 3.863
H -4.104 -2.024 3.042
H -3.767 -2.926 4.349
H -3.270 -1.774 6.439
O -4.606 -3.017 1.107
C -3.501 -2.911 0.659
O -2.750 -1.806 0.803
C -1.514 -1.938 0.084
C -1.306 -3.441 -0.075
C -2.748 -3.948 -0.157
H -1.613 -1.433 -0.876
H -0.729 -1.453 0.661
H -0.687 -3.696 -0.934
H -0.828 -3.845 0.820
H -3.137 -3.933 -1.176
H -2.877 -4.936 0.273
O -1.632 -0.785 -3.328
C -0.756 0.014 -3.160
O -0.582 0.657 -1.984
C 0.484 1.620 -2.099
C 1.332 1.145 -3.271
C 0.284 0.481 -4.160
H 0.044 2.600 -2.278
H 1.031 1.646 -1.159
H 1.885 1.949 -3.752
H 2.050 0.396 -2.935
H -0.189 1.191 -4.842
H 0.679 -0.358 -4.717
O 2.809 -0.349 -5.983
C 2.435 -1.339 -6.536
O 1.997 -2.421 -5.852
C 1.693 -3.498 -6.756
C 1.446 -2.828 -8.103
C 2.376 -1.617 -8.026
H 2.549 -4.176 -6.780
H 0.828 -4.035 -6.376
H 1.635 -3.487 -8.948
H 0.410 -2.493 -8.162
H 3.385 -1.846 -8.371
H 1.998 -0.749 -8.558
O 2.786 5.042 -3.481
C 2.775 5.051 -2.287
O 1.866 4.354 -1.565
C 2.024 4.625 -0.159
C 3.460 5.115 -0.009
C 3.695 5.811 -1.349
H 1.292 5.382 0.128
H 1.820 3.713 0.396
H 3.602 5.753 0.861
H 4.133 4.262 0.085
H 3.378 6.855 -1.333
H 4.722 5.749 -1.694
*
```

As for the total energy: -68150.613 eV. Its LUMO energy is 1.62 eV.



[2]
The following is a DFT calculation (ωB97M-V with the def2-TZVPD basis set) of a 3-piece molecular cluster, C21H42BrN2O2S overall at a distorted geometry.

Structure (ORCA input):
```
! RIJCOSX wB97M-V def2-TZVPD def2/J DEFGRID3
* xyz 1 1
C 3.782 2.414 1.399
C 2.752 1.770 2.330
C 1.722 2.862 2.717
C 1.989 0.565 1.728
C 2.203 0.406 0.223
S 1.155 -0.906 -0.387
Br 1.960 -1.313 -2.369
C -0.449 -0.147 -0.733
C -1.382 -0.370 0.460
C -1.711 0.859 1.280
C -2.424 0.645 2.465
C -2.778 1.700 3.300
C -2.422 3.002 2.959
C -1.731 3.229 1.775
C -1.379 2.167 0.941
H 3.269 2.949 0.602
H 4.353 3.151 1.951
H 4.481 1.708 0.956
H 3.246 1.468 3.247
H 1.207 2.556 3.623
H 2.194 3.826 2.859
H 0.966 2.914 1.937
H 0.921 0.671 1.913
H 2.315 -0.345 2.225
H 3.217 0.071 0.026
H 2.058 1.323 -0.337
H -0.263 0.893 -0.973
H -0.811 -0.618 -1.639
H -2.287 -0.868 0.129
H -0.905 -1.080 1.138
H -2.727 -0.349 2.760
H -3.321 1.505 4.211
H -2.673 3.844 3.582
H -1.456 4.232 1.487
H -0.859 2.395 0.022
C 3.702 -6.388 -0.784
C 3.930 -4.921 -1.133
C 4.659 -4.706 -2.469
O 6.046 -4.949 -2.426
C 6.437 -6.307 -2.552
N 4.618 -4.260 -0.019
H 4.610 -6.863 -0.416
H 2.955 -6.474 0.005
H 3.346 -6.951 -1.648
H 2.942 -4.455 -1.234
H 4.562 -3.649 -2.739
H 4.191 -5.286 -3.276
H 5.776 -6.852 -3.231
H 6.463 -6.808 -1.583
H 7.445 -6.318 -2.964
H 4.674 -3.262 -0.207
H 5.587 -4.566 -0.028
C -6.900 1.801 -0.631
C -5.467 2.166 -0.258
C -5.031 3.563 -0.719
O -4.736 3.668 -2.097
C -5.856 3.858 -2.947
N -4.562 1.123 -0.755
H -6.991 1.527 -1.681
H -7.232 0.943 -0.047
H -7.583 2.628 -0.432
H -5.403 2.166 0.834
H -4.096 3.809 -0.206
H -5.767 4.323 -0.426
H -6.621 4.475 -2.468
H -6.293 2.906 -3.255
H -5.504 4.372 -3.841
H -3.626 1.318 -0.409
H -4.487 1.238 -1.763
*
```

As for the total energy: -110403.250 eV. Its LUMO energy is -4.90 eV.